Record 1
# C12H23ClNO6P2

2 unconnected molecules or ions with the total composition C12H23ClNO6P2 in a non-equilibrium geometry (ωB97M-V/def2-TZVPD, the Open Molecules 2025 dataset).

Last column: natural (NBO) charge in e.
Atoms and positions in Å:
O  7.7204  -0.4655  1.4517  -1.09
P  6.9384  -0.5766  0.2065  1.52
C  5.1989  -0.8391  0.6588  -0.41
C  4.3933  0.0216  1.2646  -0.41
P  4.7374  1.7406  1.8200  1.18
O  6.2299  1.9646  1.2512  -1.00
Cl  3.6392  2.7536  0.3892  -0.29
C  3.0786  -0.6294  1.4519  0.77
O  2.0846  -0.1528  1.9295  -0.53
O  3.1525  -1.9260  0.9829  -0.48
C  4.3896  -2.0836  0.4346  0.76
O  4.7872  -3.0238  -0.1786  -0.47
H  7.3560  -1.6248  -0.6285  -0.04
H  6.9756  0.5888  -0.5744  -0.04
H  6.8953  1.5888  1.8481  0.54
C  -2.1800  1.0363  -2.5573  -0.65
C  -2.1523  -0.2368  -1.7380  -0.21
N  -1.5903  -0.1047  -0.3447  -0.21
C  -0.1053  0.0947  -0.4814  -0.42
C  -1.7270  -1.4193  0.3920  -0.21
C  -3.1230  -1.8865  0.7625  -0.64
C  -2.0725  1.0966  0.4390  -0.24
C  -3.5518  1.2930  0.7341  -0.09
O  -4.3198  1.5914  -0.4088  -0.55
C  -5.4229  0.7335  -0.6721  -0.25
H  -1.1773  1.4167  -2.7552  0.22
H  -2.6340  0.8166  -3.5223  0.25
H  -2.7634  1.8291  -2.0994  0.25
H  -1.5375  -0.9831  -2.2408  0.22
H  -3.1459  -0.6665  -1.6536  0.22
H  0.3058  -0.7473  -1.0309  0.23
H  0.3214  0.1372  0.5155  0.25
H  0.0806  1.0248  -1.0078  0.23
H  -1.1140  -1.3370  1.2883  0.23
H  -1.2648  -2.1586  -0.2606  0.22
H  -3.4918  -1.3935  1.6570  0.22
H  -3.0740  -2.9459  1.0117  0.25
H  -3.8510  -1.7761  -0.0386  0.22
H  -1.7097  1.9645  -0.1071  0.23
H  -1.5359  1.0494  1.3872  0.24
H  -3.5836  2.1826  1.3737  0.22
H  -3.9914  0.4988  1.3311  0.19
H  -5.8202  0.2790  0.2367  0.18
H  -5.1413  -0.0540  -1.3794  0.16
H  -6.2044  1.3286  -1.1381  0.21

Atomic forces in eV per Å
0.303 0.194 0.525
0.586 -0.008 0.202
-0.451 -0.261 -0.454
0.155 0.895 -0.448
-0.556 0.387 0.964
-0.192 0.002 -0.379
0.259 -0.341 0.011
-0.736 0.472 0.851
0.551 -0.629 -0.513
-0.614 0.068 0.004
1.987 -0.219 -0.807
-0.867 -0.151 0.337
-0.462 -0.003 -0.103
-0.280 -0.340 -0.323
0.302 -0.078 0.124
0.260 0.252 0.004
-0.437 -0.016 -0.221
0.485 -0.061 -0.061
-0.099 0.099 0.073
-0.240 -0.251 0.075
-0.061 0.061 0.161
-0.172 -0.091 0.052
-0.187 0.378 0.030
-0.018 -0.278 0.065
0.038 0.039 -0.189
0.000 -0.047 -0.062
0.012 -0.089 -0.002
-0.102 -0.093 0.042
0.073 -0.055 0.126
-0.067 0.132 0.101
0.033 -0.002 -0.015
0.103 0.020 -0.017
0.042 -0.007 -0.030
0.067 0.057 -0.026
0.093 0.060 -0.042
-0.058 0.045 -0.032
0.100 -0.030 -0.103
-0.009 0.001 -0.003
-0.001 0.025 0.006
0.002 0.015 0.021
0.159 -0.021 0.051
0.015 -0.154 -0.137
0.018 0.038 0.044
-0.039 -0.063 0.060
0.006 0.050 0.037

Molecular weight in g/mol: 374.72
Frontier orbital gap in eV: 7.94
Maximum force in hartree/bohr: 0.042
Multiplicity: 1
Charge: +1
E_HOMO in eV: -12.082
DFT total energy in eV: -57686.2003

Record 2
# C22H27BrF9N3O6S

4 unconnected molecules or ions with the total composition C22H27BrF9N3O6S in a non-equilibrium geometry (ωB97M-V/def2-TZVPD, the Open Molecules 2025 dataset).

Last column: natural (NBO) charge in e.
Atoms and positions in Å:
C  -6.2879  -2.1622  0.3179  -0.62
C  -5.3510  -3.3269  -0.3651  -0.45
C  -4.9253  -4.5455  0.6520  0.00
C  -6.1478  -5.5854  1.1007  -0.22
C  -5.8695  -6.8451  2.1190  0.11
N  -6.8780  -7.8464  2.6481  -0.56
S  -5.9621  -8.9113  3.7144  0.80
N  -4.2947  -8.3312  3.6401  -0.55
C  -4.3458  -7.1176  2.6989  0.09
C  -3.1096  -6.1189  2.2666  -0.11
Br  -1.2229  -6.4658  2.9580  0.08
C  -3.4222  -4.8223  1.2575  0.00
C  -2.1660  -3.7892  0.8695  -0.47
C  -1.8269  -2.9959  2.3025  -0.22
N  -2.6990  -1.7345  2.4744  -0.85
H  -6.2089  -1.2036  -0.3829  0.22
H  -7.4165  -2.5089  0.2612  0.22
H  -5.9640  -1.8366  1.3947  0.23
H  -4.4218  -2.8365  -0.9284  0.23
H  -6.0028  -3.8183  -1.2362  0.23
H  -7.2498  -5.3787  0.7003  0.25
H  -1.2381  -4.3491  0.4266  0.25
H  -2.5106  -2.9327  0.1255  0.24
H  -2.1081  -3.6764  3.2422  0.19
H  -0.6796  -2.7643  2.4178  0.21
H  -2.2244  -1.2103  3.2697  0.36
H  -3.6238  -2.0534  2.8877  0.35
C  2.7905  2.4095  1.9488  -0.64
C  2.6804  1.0596  2.6330  -0.08
O  1.7958  1.1359  3.7611  -0.48
C  0.4547  1.0634  3.4812  0.68
O  -0.0024  0.9468  2.3481  -0.52
C  -0.3649  1.1072  4.7702  0.90
F  0.0595  2.0741  5.6344  -0.31
F  -0.3031  -0.0692  5.4586  -0.31
F  -1.6883  1.3509  4.5530  -0.31
H  3.0904  3.1811  2.6651  0.21
H  3.5242  2.3740  1.1385  0.23
H  1.8283  2.7209  1.5301  0.23
H  3.6612  0.7640  3.0178  0.20
H  2.3588  0.2769  1.9366  0.20
C  0.9284  2.6462  -4.5752  -0.64
C  0.3025  1.5908  -3.6827  -0.08
O  1.3158  0.7596  -3.0966  -0.48
C  1.9475  1.2690  -1.9905  0.68
O  1.6958  2.3674  -1.5040  -0.52
C  2.9618  0.2656  -1.4430  0.90
F  3.7308  -0.2961  -2.4202  -0.31
F  2.3588  -0.7714  -0.7929  -0.31
F  3.8313  0.8188  -0.5508  -0.31
H  1.5753  2.1814  -5.3262  0.21
H  0.1563  3.2294  -5.0850  0.22
H  1.5547  3.3330  -3.9972  0.24
H  -0.3367  0.9366  -4.2835  0.19
H  -0.3318  2.0380  -2.9090  0.20
C  6.8579  4.7347  -2.0389  -0.64
C  6.0460  6.0035  -2.2213  -0.08
O  5.3300  5.9703  -3.4652  -0.48
C  4.1554  5.2613  -3.4656  0.68
O  3.7121  4.6714  -2.4849  -0.52
C  3.4765  5.3499  -4.8318  0.91
F  4.3439  5.1565  -5.8672  -0.31
F  2.9022  6.5696  -5.0419  -0.31
F  2.4841  4.4299  -4.9950  -0.31
H  7.5171  4.5723  -2.8976  0.22
H  7.4658  4.7913  -1.1314  0.22
H  6.2089  3.8564  -1.9654  0.22
H  6.7194  6.8649  -2.2653  0.20
H  5.3625  6.1721  -1.3814  0.20

Atomic forces in eV per Å
-0.115 0.391 -0.939
-0.027 -0.462 -0.489
-1.361 -3.737 2.472
3.274 0.793 0.490
0.614 -0.456 0.655
5.675 2.036 -0.090
1.784 3.711 -2.671
-3.279 3.875 -3.610
-0.978 -0.732 0.441
-3.399 1.678 -2.050
-2.625 0.422 -0.979
-0.813 -2.337 0.863
-1.015 0.363 1.379
-0.209 -0.948 1.049
0.789 -0.954 1.318
-0.165 -2.023 1.539
2.376 0.713 0.492
-0.649 -0.860 -2.102
-1.897 -1.225 1.597
1.475 0.951 1.972
2.724 -0.603 0.995
-1.905 0.912 1.041
0.573 -2.064 1.528
0.923 0.955 -2.319
-2.333 -0.149 -0.529
-0.965 -0.673 -1.371
1.522 0.448 -0.684
-0.238 0.290 0.002
0.552 0.123 -0.726
-2.069 -0.268 0.334
1.546 -0.229 -2.930
0.526 0.230 2.912
-1.456 0.375 2.145
-0.079 -0.760 -1.057
0.208 0.715 -0.908
1.418 -0.292 -0.303
0.080 -0.174 -0.028
-0.172 0.007 0.198
0.173 -0.146 -0.059
-0.328 0.012 0.272
-0.176 0.183 0.198
0.000 -0.318 0.633
-0.637 0.522 -0.578
1.190 0.037 1.742
-2.254 2.394 -0.870
1.013 -2.779 -0.690
1.729 -1.617 0.711
-0.862 0.738 0.599
0.098 1.050 -0.573
-1.016 -0.155 -0.933
-0.199 -0.022 0.048
0.049 -0.101 0.076
-0.888 -0.877 0.228
0.298 -0.225 0.267
0.325 -0.089 0.020
-0.107 -0.339 -0.147
0.478 -0.078 0.708
-1.854 -0.675 -0.608
1.178 -0.239 3.062
0.569 1.192 -2.666
-0.971 0.220 -2.490
-0.442 0.098 1.215
0.622 -0.899 0.635
2.080 1.929 0.053
-0.011 0.148 0.147
-0.088 0.049 -0.119
0.045 0.172 0.102
-0.271 -0.074 -0.326
-0.054 -0.154 -0.292

Molecular weight in g/mol: 712.43
Frontier orbital gap in eV: 6.62
Maximum force in hartree/bohr: 0.121
SMILES: CCc1cc2nsnc2c(Br)c1CCN.CCOC(=O)C(F)(F)F.CCOC(=O)C(F)(F)F.CCOC(=O)C(F)(F)F
Multiplicity: 1
E_HOMO in eV: -8.190
DFT total energy in eV: -145331.1058